Entry A
{"formula": "C7H14O", "method": "wB97M-V/def2-TZVPD", "lumo_energy_ev": 1.0, "elements": ["C", "C", "C", "O", "H", "H", "H", "H", "H", "H", "C", "C", "C", "C", "H", "H", "H", "H", "H", "H", "H", "H"], "positions_angstrom": [[3.50916, 0.26267, -0.83990], [2.09090, 0.16113, -1.27487], [1.24837, 1.22658, -1.20700], [-0.12242, 1.13367, -1.44311], [4.32141, 0.07143, -1.59231], [3.76218, 1.24292, -0.46957], [3.64471, -0.45872, -0.01616], [1.69863, -0.83142, -1.51210], [1.58098, 2.19764, -0.87283], [-0.55388, 1.41717, -0.65744], [-3.33370, 0.11348, 0.60864], [-2.05820, -0.29424, 0.46242], [-1.21554, -0.52640, 1.68547], [-0.44722, -1.90796, 1.64778], [-3.98061, 0.37641, -0.19935], [-3.70267, 0.19377, 1.65036], [-1.58756, -0.53476, -0.48677], [-0.42350, 0.25202, 1.76432], [-1.82353, -0.48272, 2.57597], [0.22041, -1.99666, 0.71377], [0.22083, -2.01421, 2.49958], [-1.16067, -2.71381, 1.65212]], "mulliken_charge": [-1.054, 0.148, -0.405, -0.495, 0.284, 0.321, 0.237, 0.345, 0.297, 0.311, -0.844, -0.239, -0.259, -1.082, 0.311, 0.211, 0.504, 0.216, 0.319, 0.176, 0.344, 0.357]}

=====

Entry B
{"formula": "C7H14O", "method": "wB97M-V/def2-TZVPD", "lumo_energy_ev": -0.3, "elements": ["C", "C", "C", "C", "C", "C", "C", "H", "H", "H", "H", "H", "H", "H", "H", "H", "H", "H", "H", "H", "H", "O"], "positions_angstrom": [[2.84339, -0.00588, -0.81249], [2.19883, 0.98900, 0.19273], [0.67300, 0.93777, 0.19177], [0.13239, -0.43131, 0.65080], [0.09473, -1.46809, -0.28772], [-1.19808, -0.99377, -0.71628], [-2.46283, -1.29498, -0.22485], [2.39654, -0.99317, -0.73600], [2.57974, 0.27256, -1.83231], [3.92104, -0.01411, -0.66551], [2.65726, 0.62567, 1.12728], [2.55594, 2.02147, 0.06518], [0.25743, 1.65753, 0.91403], [0.29608, 1.22108, -0.79822], [-0.30248, -0.43613, 1.64781], [0.17668, -2.48845, 0.10308], [-1.17728, -0.25291, -1.51941], [-2.59237, -2.12206, 0.45901], [-3.35855, -0.94485, -0.74296], [-3.09790, 1.99722, 0.81920], [-3.25957, 0.47239, 0.79567], [-3.33400, 1.25103, 1.36920]], "mulliken_charge": [-1.098, -0.452, -0.484, -0.080, -0.419, 0.104, -1.445, 0.298, 0.310, 0.364, 0.311, 0.328, 0.285, 0.271, 0.435, 0.191, 0.295, 0.326, 0.490, 0.304, 0.332, -0.666]}

=====

Entry C
{"formula": "C7H14O", "method": "wB97M-V/def2-TZVPD", "lumo_energy_ev": 0.8, "elements": ["C", "C", "C", "C", "C", "C", "C", "H", "H", "H", "H", "H", "H", "H", "H", "H", "H", "H", "H", "O", "H", "H"], "positions_angstrom": [[-2.09272, 1.01426, -0.67629], [-0.92483, 0.86563, -0.00056], [-0.76933, -0.30796, 0.92473], [0.45279, -0.63583, 1.35351], [0.52656, -1.66483, 2.42608], [0.23668, 1.76370, -0.23874], [0.24759, 2.29342, -1.76121], [-2.18933, 1.88587, -1.33238], [-2.87013, 0.31345, -0.76433], [-1.64429, -0.59150, 1.44497], [1.31019, -0.18638, 0.90588], [-0.05678, -2.59752, 2.41469], [1.52603, -2.11835, 2.26264], [0.46569, -1.17105, 3.38268], [1.21792, 1.35570, -0.17313], [0.32234, 2.53793, 0.53188], [1.15587, 2.00063, -2.21727], [0.01044, 3.38509, -1.76367], [-0.49781, 1.79803, -2.35750], [1.56391, -2.64988, -1.35522], [1.80799, -2.97642, -2.20615], [0.69920, -2.19685, -1.40202]], "mulliken_charge": [-1.209, 0.741, -0.500, -0.108, -1.352, -0.339, -1.423, 0.332, 0.342, 0.361, 0.419, 0.353, 0.350, 0.298, 0.192, 0.435, 0.406, 0.248, 0.461, -0.629, 0.300, 0.324]}

=====

Entry D
{"formula": "C7H14O", "method": "wB97M-V/def2-TZVPD", "lumo_energy_ev": 0.8, "elements": ["C", "C", "C", "C", "C", "O", "H", "H", "H", "H", "H", "H", "H", "H", "C", "C", "H", "H", "H", "H", "H", "H"], "positions_angstrom": [[-0.36858, 1.85878, -1.48482], [-0.73744, 1.19237, -0.39601], [-1.50039, 1.79753, 0.74376], [-0.55294, -0.49950, -0.53688], [-1.46915, -1.20815, 0.43234], [-0.35568, -0.92759, -1.65871], [0.13722, 1.33277, -2.28348], [-0.39563, 2.93910, -1.53312], [-1.50923, 2.88483, 0.66228], [-2.53429, 1.44890, 0.75423], [-1.05900, 1.53456, 1.70661], [-2.50515, -1.01713, 0.15356], [-1.30883, -2.28202, 0.34996], [-1.32046, -0.87240, 1.45553], [1.76708, -0.37670, 0.43484], [2.09461, -1.79062, -0.00394], [1.93187, -0.24031, 1.50321], [2.41526, 0.32984, -0.08883], [0.73064, 0.34681, 0.16408], [1.58667, -2.52164, 0.62530], [1.78849, -1.93342, -1.03981], [3.16495, -1.99599, 0.03990]], "mulliken_charge": [-1.053, 0.562, -1.237, 0.981, -1.403, -0.570, 0.285, 0.323, 0.424, 0.263, 0.293, 0.373, 0.410, 0.296, -0.599, -0.986, 0.282, 0.304, 0.116, 0.259, 0.310, 0.368]}

=====

Going by the energies, entry A is most stable and the next is 0.299 eV up.

=====

Entry A
{"formula": "C8H14N2O4", "method": "wB97M-V/def2-TZVPD", "lumo_energy_ev": -0.1, "elements": ["N", "C", "C", "O", "C", "O", "N", "C", "C", "C", "C", "C", "O", "O", "H", "H", "H", "H", "H", "H", "H", "H", "H", "H", "H", "H", "H", "H"], "positions_angstrom": [[-2.98492, -0.92099, -0.95481], [-1.97506, -0.08153, -0.37212], [-2.34403, -0.12538, 1.15126], [-3.68482, 0.03597, 1.22539], [-0.53719, -0.63962, -0.58948], [-0.55232, -2.01777, -0.69404], [0.52785, 0.11971, -0.48968], [0.43672, 1.34140, 0.61959], [1.48775, 2.07885, -0.11677], [2.73565, 1.04784, -0.29309], [1.95054, -0.32333, -0.66418], [2.35662, -1.43137, 0.41573], [3.48945, -1.52520, 0.95998], [1.39301, -2.36349, 0.66821], [-2.37854, -1.81057, -1.26179], [-3.09504, -0.61452, -1.87002], [-2.18105, 1.00540, -0.70434], [-1.99957, -1.11003, 1.47803], [-1.63525, 0.51699, 1.77648], [-3.87937, -0.24168, 0.27566], [-0.63020, 1.67227, 0.66567], [0.63770, 1.20381, 1.81587], [0.96572, 2.46537, -0.94058], [2.03448, 2.90804, 0.32866], [3.43358, 1.28789, -1.23850], [3.52109, 0.58457, 0.47965], [2.32368, -0.68578, -1.71844], [0.58351, -2.37684, 0.04767]], "mulliken_charge": [-0.798, 0.047, -0.547, -0.590, 0.632, -0.822, 0.092, -0.611, -0.852, -0.626, -0.160, 0.622, -0.626, -0.540, 0.339, 0.244, 0.426, 0.301, 0.230, 0.376, 0.563, 0.198, 0.316, 0.439, 0.283, 0.333, 0.313, 0.417]}

=====

Entry B
{"formula": "C8H14N2O4", "method": "wB97M-V/def2-TZVPD", "lumo_energy_ev": [0.6, 0.6], "elements": ["C", "C", "C", "O", "C", "N", "C", "C", "N", "O", "O", "O", "C", "C", "H", "H", "H", "H", "H", "H", "H", "H", "H", "H", "H", "H", "H", "H"], "positions_angstrom": [[-1.86931, 0.28595, -4.12854], [-1.09877, -0.34114, -2.99412], [-1.07704, 0.21289, -1.75989], [-0.29224, -0.29007, -0.82718], [-0.09481, 0.27861, 0.38026], [-0.85024, 1.12339, 0.95949], [-1.08258, 1.53535, 2.26168], [-0.85852, 0.71551, 3.45545], [-1.51328, 2.76686, 2.42197], [-2.03021, 3.17783, 3.51361], [-1.35805, 3.66105, 1.48422], [0.88259, -0.29432, 0.96391], [1.76550, -1.27609, 0.32570], [2.90530, -1.43004, 1.25126], [-1.15156, 0.80765, -4.85960], [-2.57592, 0.91600, -3.71969], [-2.48870, -0.43738, -4.60685], [-0.64989, -1.33644, -3.18520], [-1.60356, 1.15451, -1.72943], [-1.62631, 0.98690, 4.12257], [0.10135, 1.00435, 3.83052], [-0.77907, -0.29482, 3.11204], [-1.82031, 4.48167, 1.76372], [1.08987, -2.19110, 0.16240], [2.15625, -0.74588, -0.54315], [2.69454, -2.09651, 2.12903], [3.58892, -2.09925, 0.67868], [3.49167, -0.52184, 1.26931]], "mulliken_charge": [-1.160, -0.048, -0.230, -0.334, 0.689, -0.380, 0.212, -1.117, 0.752, -0.795, -0.459, -0.314, -0.171, -1.214, 0.238, 0.388, 0.346, 0.321, 0.298, 0.457, 0.227, 0.305, 0.389, 0.276, 0.283, 0.316, 0.416, 0.309]}

=====

Going by the energies, entry A is most stable and the next is 2.031 eV up.

=====

Entry A
{"formula": "C2H2ClNS2", "method": "wB97M-V/def2-TZVPD", "lumo_energy_ev": -1.9, "elements": ["S", "N", "S", "Cl", "C", "C", "H", "H"], "positions_angstrom": [[0.48022, -1.63545, -1.59053], [-0.31916, -0.50675, -2.26296], [-1.13227, 0.77990, -2.53844], [-1.56305, 2.22105, -0.88510], [0.24562, -0.11836, 2.27021], [0.97124, -0.23160, 1.33297], [-0.30894, -0.12335, 3.17154], [1.62634, -0.38544, 0.50231]], "mulliken_charge": [-0.037, -0.013, 0.315, -0.280, -0.323, -0.427, 0.380, 0.384]}

=====

Entry B
{"formula": "C2H2ClNS2", "method": "wB97M-V/def2-TZVPD", "lumo_energy_ev": -1.6, "elements": ["S", "N", "S", "Cl", "C", "C", "H", "H"], "positions_angstrom": [[2.59544, -2.25176, -0.09512], [3.73164, -1.27510, 0.26695], [4.59598, -0.08920, 0.37191], [3.65730, 1.74913, -0.23693], [0.22246, 0.13765, -0.99892], [0.39514, 0.34546, 0.17668], [-0.24309, -0.03401, -1.88905], [1.05284, 0.22558, 0.99716]], "mulliken_charge": [-0.047, 0.009, 0.273, -0.256, -0.281, -0.381, 0.396, 0.287]}

=====

Going by the energies, entry A is most stable and the next is 0.239 eV up.

=====

Entry A
{"formula": "C4H15N3O", "method": "wB97M-V/def2-TZVPD", "lumo_energy_ev": [-12.8, -17.8], "s_squared": 0.7722, "total_charge": 3, "spin_multiplicity": 2, "elements": ["C", "C", "C", "N", "C", "N", "N", "H", "H", "H", "H", "H", "H", "H", "H", "H", "H", "H", "H", "H", "H", "H", "O"], "positions_angstrom": [[-1.23558, 0.87551, 0.75843], [-0.79234, 0.72164, -0.71063], [0.37631, -0.46800, -0.86542], [1.74233, -2.20522, -2.65579], [0.56071, -2.52702, -2.19870], [-0.12663, -1.73138, -1.32083], [-0.82503, 2.15378, 1.40081], [-2.33556, 0.85227, 0.76457], [-0.83834, 0.02186, 1.38602], [-1.51264, 0.38660, -1.46702], [-0.33681, 1.53970, -1.31738], [0.79210, -0.52988, 0.18909], [1.07204, -0.10997, -1.59598], [2.23352, -2.95491, -3.13868], [2.30699, -1.37394, -2.52021], [0.15353, -3.52678, -2.47304], [-1.05952, -1.99326, -0.96033], [-0.35008, 2.78910, 0.73136], [-0.11107, 2.08749, 2.15479], [-1.62668, 2.75209, 1.58375], [1.28947, 0.63948, 3.89887], [0.11810, 1.41082, 4.60623], [0.50519, 1.19002, 3.75011]], "mulliken_charge": [-0.762, -0.670, -0.632, -0.093, 0.223, 0.091, -0.221, 0.352, 0.429, 0.494, 0.489, 0.468, 0.376, 0.342, 0.231, 0.405, 0.368, 0.419, 0.320, 0.382, 0.326, 0.327, -0.663]}

=====

Entry B
{"formula": "C4H15N3O", "method": "wB97M-V/def2-TZVPD", "lumo_energy_ev": [-12.2, -15.6], "s_squared": 0.7674, "total_charge": 3, "spin_multiplicity": 2, "elements": ["C", "C", "C", "C", "N", "N", "N", "H", "H", "H", "H", "H", "H", "H", "H", "H", "H", "H", "H", "H", "H", "H", "O"], "positions_angstrom": [[0.20547, 1.88226, -1.04051], [0.08292, 0.33068, -1.21812], [-0.70937, -0.41678, -0.21601], [-2.10990, -0.30420, 0.02283], [-2.79290, -1.08438, 0.82029], [-0.08243, -1.60540, 0.43419], [0.88164, 2.40683, 0.20423], [0.86330, 2.16825, -1.86108], [-0.75327, 2.33096, -1.19833], [-0.44484, 0.41442, -2.19056], [0.96691, -0.18870, -1.59798], [-2.73755, 0.36789, -0.55176], [-3.80874, -1.14900, 0.71727], [-2.43610, -1.54587, 1.65360], [0.13665, -1.51204, 1.43904], [0.86864, -1.70619, 0.02834], [-0.60114, -2.48792, 0.30953], [1.86089, 2.09967, 0.17111], [0.82164, 3.41369, 0.41573], [0.51241, 1.98460, 1.06429], [3.13698, -1.49385, 1.56910], [3.43479, -1.96532, 0.19455], [2.70403, -1.93958, 0.83027]], "mulliken_charge": [-0.737, -0.924, 0.185, 0.123, -0.229, -0.269, -0.264, 0.383, 0.454, 0.340, 0.580, 0.467, 0.322, 0.280, 0.409, 0.329, 0.425, 0.396, 0.380, 0.329, 0.338, 0.350, -0.664]}

=====

Going by the energies, entry B is most stable and the next is 1.307 eV up.